[1]
90
Properties=species:S:1:pos:R:3:lowdin_charge:R:1 method="wB97M-V/def2-TZVPD" homo_ev=-10.93 relative_energy_kj_mol=20.5
F 2.44 -3.40 2.87 0.05
F -4.58 1.96 -3.33 0.07
F 3.13 4.26 -0.16 0.05
O 2.91 5.34 -2.12 0.13
O -5.27 5.78 -1.93 0.20
O 2.94 -3.26 -1.40 0.00
O -2.49 -3.75 -0.58 -0.01
O 5.72 -1.27 0.02 0.01
O -0.79 -2.48 5.73 0.19
O -3.09 1.28 3.85 0.13
O -1.09 -5.47 -0.40 0.00
O 1.17 4.17 -2.84 0.08
O -3.88 3.35 3.40 0.00
O -6.01 4.70 -3.76 0.09
O 0.49 -3.28 4.06 0.15
O -1.96 3.18 4.34 0.00
O -2.28 0.92 -0.20 0.03
O 4.08 -2.62 -3.09 0.01
O -5.44 3.53 -1.95 0.11
O 4.72 0.40 -0.90 0.03
O 4.79 -4.43 -1.95 0.14
O -0.75 -0.58 -0.38 0.01
O -0.20 1.58 -0.76 0.12
O -1.14 -3.95 1.22 0.13
O 2.74 4.82 -4.31 0.19
O 0.44 -1.09 4.46 0.06
O 3.71 -0.61 0.84 0.10
C 2.31 4.76 -3.22 -0.55
C -1.56 -4.36 0.18 -0.60
C -3.07 -2.57 -0.03 -0.03
C 1.56 -1.30 3.60 -0.04
C -5.09 2.80 2.89 -0.03
C -0.04 -2.29 4.84 -0.54
C -1.77 -6.07 -1.51 -0.03
C 0.57 -1.01 -0.59 -0.03
C -6.43 3.37 -4.01 -0.05
C 4.01 -3.53 -2.13 -0.63
C -0.88 2.44 4.93 -0.02
C 2.63 -4.09 -0.30 -0.03
C -1.00 0.72 -0.46 -0.58
C 2.27 4.96 -0.95 -0.30
C 3.60 1.27 -1.00 -0.04
C 4.63 -0.50 0.07 -0.61
C 1.12 4.06 -1.41 -0.05
C -2.98 2.48 3.87 -0.63
C 1.28 -2.69 3.06 -0.32
C -5.55 4.79 -2.51 -0.54
C 5.30 -2.55 -3.80 -0.04
C -5.73 2.57 -2.91 -0.33
C 5.92 -2.15 1.12 -0.02
C -2.76 2.25 -0.30 -0.03
H -4.93 2.38 1.90 0.08
H -2.36 2.84 0.53 0.10
H 5.52 -3.47 -4.36 0.10
H 0.69 -2.08 -0.42 0.07
H 0.76 -2.74 2.10 0.13
H 1.92 5.83 -0.41 0.16
H 0.90 -0.84 -1.62 0.11
H 5.23 -1.75 -4.53 0.10
H -1.02 -6.70 -1.98 0.10
H -2.62 -6.63 -1.14 0.10
H -3.83 2.21 -0.13 0.08
H -2.03 -5.34 -2.27 0.09
H -1.21 1.59 5.52 0.10
H -2.53 2.81 -1.20 0.10
H 3.71 1.85 -1.91 0.10
H 3.50 -4.46 0.23 0.10
H 6.13 -2.34 -3.13 0.10
H 1.21 3.01 -1.14 0.10
H 3.56 1.92 -0.13 0.09
H -5.78 3.63 2.86 0.10
H 2.46 -1.29 4.22 0.15
H -5.46 2.02 3.55 0.10
H 5.28 -1.91 1.96 0.09
H -0.26 2.04 4.12 0.09
H -0.32 3.18 5.49 0.09
H 5.76 -3.19 0.80 0.09
H 2.10 -3.47 0.41 0.06
H 1.30 -0.57 0.10 0.08
H 2.64 0.75 -1.10 0.07
H -3.95 -2.72 0.60 0.10
H -6.40 1.81 -2.51 0.17
H 1.66 -0.53 2.84 0.13
H -6.15 3.05 -5.00 0.14
H 6.97 -2.08 1.40 0.10
H -7.51 3.24 -3.88 0.14
H 1.95 -4.90 -0.55 0.10
H -2.31 -2.03 0.53 0.07
H -3.36 -1.95 -0.87 0.10
H 0.14 4.41 -1.08 0.13

---

[2]
17
Properties=species:S:1:pos:R:3:lowdin_charge:R:1 method="wB97M-V/def2-TZVPD" homo_ev=-10.64 relative_energy_kj_mol=105.9
O 4.14 -3.75 3.67 -0.09
C -1.57 2.14 -0.56 -0.12
C -1.17 -0.15 0.22 -0.12
C -0.66 0.95 -0.60 -0.60
C -0.24 0.57 -1.99 -0.12
H -2.09 -0.42 -0.40 0.12
H -1.10 -0.02 1.31 0.09
H -1.04 3.05 -0.96 0.09
H 3.80 -4.59 4.00 0.03
H 0.76 0.06 -2.03 0.08
H 4.86 -4.11 3.10 0.05
H -0.05 1.53 -2.55 0.08
H -2.00 2.43 0.42 0.07
H -2.55 2.07 -1.09 0.09
H 0.35 1.31 -0.12 0.16
H -0.98 -0.09 -2.65 0.12
H -0.45 -0.98 0.24 0.07

---

[3]
11
Properties=species:S:1:pos:R:3:lowdin_charge:R:1 method="wB97M-V/def2-TZVPD" homo_ev=-9.18 relative_energy_kj_mol=128.8
O 0.09 0.32 -1.27 0.08
N -0.05 0.30 0.94 0.07
C 0.30 1.56 0.55 -0.12
C -0.13 -0.40 -0.16 -0.43
C 0.37 1.58 -0.79 -0.09
C -0.40 -1.82 0.13 -0.01
H -1.17 -2.32 -0.49 0.09
H 0.46 2.32 1.30 0.11
H -0.54 -1.43 1.21 0.11
H 0.57 2.35 -1.51 0.11
H 0.51 -2.44 0.09 0.08

---

[4]
68
Properties=species:S:1:pos:R:3:lowdin_charge:R:1 method="wB97M-V/def2-TZVPD" homo_ev=-6.74 charge=-1 relative_energy_kj_mol=66.7
F -0.16 -0.91 -0.70 0.11
F 1.26 0.49 0.41 0.13
F -0.88 1.13 -0.03 0.15
F -0.40 -0.50 1.53 0.13
O -1.29 -2.84 2.98 -0.08
O 3.84 0.77 -2.48 -0.08
O 1.87 -2.01 -2.07 -0.10
O 4.04 -0.52 0.60 -0.07
O -3.38 0.94 -0.51 -0.10
O 2.21 4.12 2.73 -0.10
O -3.27 -1.22 -2.63 -0.10
C 0.43 2.84 3.77 -0.09
C 1.27 -2.70 -3.18 -0.30
C -4.06 1.05 0.71 -0.31
C 2.65 2.72 -3.35 -0.09
C 2.63 1.53 -2.37 -0.30
C -3.48 -3.17 3.90 -0.09
C -3.34 -3.52 -3.06 -0.10
C 5.05 1.55 1.11 -0.08
C 0.40 -1.73 -3.94 -0.10
C 5.12 0.04 1.29 -0.33
C -2.86 -2.49 -2.06 -0.30
C 1.04 3.35 2.46 -0.29
C -2.60 -2.34 3.00 -0.36
C -3.66 2.34 1.43 -0.08
B -0.06 0.08 0.31 -1.28
H 6.05 -0.40 0.92 0.11
H -2.97 -2.40 1.98 0.10
H -5.14 0.97 0.57 0.11
H 0.97 -0.96 -4.48 0.07
H -3.13 -0.55 -1.94 0.04
H -2.94 -3.31 4.84 0.07
H -3.28 -3.14 -4.08 0.07
H -0.43 2.20 3.60 0.06
H -2.76 2.36 2.04 0.06
H -4.42 -3.63 -2.92 0.07
H 3.26 -0.33 1.14 0.07
H -0.75 -2.23 2.47 0.06
H -2.80 -4.46 -3.01 0.07
H 1.71 3.28 -3.24 0.07
H 0.78 -3.59 -2.81 0.10
H -3.59 3.07 0.62 0.07
H 3.38 3.48 -3.10 0.07
H 1.10 -1.60 -1.65 0.03
H -4.45 -2.71 4.05 0.07
H 1.12 2.10 4.19 0.07
H 1.38 2.50 1.87 0.10
H 2.73 3.66 3.40 0.07
H -2.41 0.87 -0.41 0.04
H 2.65 2.39 -4.39 0.07
H -0.24 -2.18 -4.70 0.07
H 0.17 3.56 4.55 0.07
H 1.77 0.88 -2.54 0.10
H -3.71 0.17 1.27 0.10
H 2.52 1.93 -1.36 0.10
H 6.01 2.03 1.30 0.06
H 4.50 1.42 -2.74 0.06
H -2.46 -1.29 3.28 0.11
H 2.18 -2.93 -3.74 0.11
H -0.33 -1.15 -3.37 0.06
H 5.04 -0.21 2.35 0.10
H 4.85 1.77 0.06 0.06
H -4.52 2.74 1.97 0.06
H -3.64 -4.15 3.45 0.07
H -3.39 -2.68 -1.12 0.10
H 0.26 3.88 1.92 0.11
H 4.34 2.06 1.75 0.06
H -1.79 -2.47 -1.86 0.09

---

[5]
112
Properties=species:S:1:pos:R:3:lowdin_charge:R:1 method="wB97M-V/def2-TZVPD" homo_ev=-9.77 relative_energy_kj_mol=163.6
O -12.93 19.59 -14.22 0.10
O -15.54 11.51 -7.06 0.01
O -17.48 14.84 -14.71 0.09
O -14.52 11.02 -9.15 -0.06
O -11.61 16.40 -14.65 -0.04
O -11.69 14.75 -16.40 -0.02
O -9.66 15.39 -15.67 -0.02
O -15.63 18.11 -10.94 0.08
O -13.64 14.41 -9.90 0.10
O -12.26 21.60 -13.57 0.08
O -16.51 16.13 -13.25 0.09
O -13.81 14.72 -7.69 0.15
O -16.59 12.19 -8.84 0.00
O -17.34 17.77 -9.66 0.10
O -11.87 14.34 -8.66 0.07
O -17.30 14.16 -12.62 0.13
O -14.22 20.75 -12.87 0.18
O -17.58 19.00 -11.53 0.14
N -14.61 17.55 -18.33 0.16
N -19.71 10.44 -17.64 0.17
N -18.13 9.85 -11.29 0.16
C -11.32 21.24 -14.57 -0.07
C -18.28 10.94 -13.68 -0.23
C -13.19 14.53 -8.71 -0.61
C -13.07 14.63 -16.08 -0.07
C -11.24 16.44 -18.95 -0.26
C -11.80 19.84 -15.01 -0.34
C -11.00 15.55 -15.56 -0.40
C -16.82 15.72 -8.64 -0.01
C -12.05 19.54 -16.45 -0.01
C -16.77 15.70 -15.55 -0.07
C -18.02 12.15 -18.60 -0.16
C -13.76 16.84 -18.77 -0.22
C -14.42 11.03 -6.35 -0.02
C -18.97 11.19 -18.03 -0.26
C -16.27 17.04 -9.04 -0.28
C -18.19 10.37 -12.34 -0.19
C -13.25 20.67 -13.53 -0.57
C -15.52 11.53 -8.34 -0.46
C -11.32 14.14 -9.94 -0.07
C -16.55 12.43 -10.25 -0.09
C -12.63 13.85 -10.72 -0.23
C -17.21 12.90 -17.44 -0.25
C -14.91 17.29 -14.54 -0.01
C -19.62 11.27 -14.12 -0.30
C -16.33 16.80 -14.55 -0.24
C -8.72 16.38 -15.26 -0.01
C -12.75 14.49 -12.20 0.01
C -20.12 12.59 -13.64 -0.08
C -16.24 11.97 -16.75 -0.08
C -15.31 16.95 -10.23 -0.11
C -17.12 14.97 -13.50 -0.62
C -16.89 18.40 -10.74 -0.60
C -12.71 15.91 -19.25 -0.15
C -10.82 17.68 -19.62 -0.11
H -21.21 12.56 -13.34 0.10
H -14.20 10.05 -6.73 0.09
H -16.48 14.99 -9.38 0.06
H -7.75 15.92 -15.21 0.09
H -12.28 18.55 -16.66 0.04
H -10.52 13.39 -10.01 0.14
H -13.76 14.23 -12.57 0.08
H -14.31 16.99 -9.75 0.14
H -15.86 15.19 -15.93 0.12
H -19.81 13.21 -14.49 0.07
H -15.83 17.55 -8.14 0.17
H -11.17 16.75 -17.90 0.07
H -18.57 12.69 -19.43 0.14
H -10.36 21.30 -14.09 0.12
H -14.33 16.53 -13.99 0.07
H -15.81 11.28 -17.42 0.06
H -16.83 11.45 -15.94 0.08
H -13.64 15.39 -16.71 0.08
H -16.97 17.65 -14.67 0.15
H -19.64 11.22 -15.15 0.04
H -12.91 20.23 -16.66 0.12
H -13.49 13.72 -16.53 0.08
H -13.67 11.73 -6.71 0.10
H -16.34 15.32 -7.77 0.08
H -10.90 15.06 -10.11 0.11
H -17.59 11.79 -13.79 0.11
H -13.38 14.64 -15.01 0.09
H -10.48 15.59 -19.02 0.14
H -17.81 10.26 -14.39 0.11
H -15.80 13.23 -10.56 0.09
H -20.30 10.44 -13.76 0.14
H -17.46 15.99 -16.27 0.12
H -12.84 15.80 -20.34 0.12
H -17.61 12.79 -10.60 0.12
H -11.25 21.90 -15.43 0.13
H -19.53 12.87 -12.73 0.08
H -12.72 12.87 -10.92 0.10
H -17.83 15.54 -8.63 0.07
H -11.04 19.13 -14.83 0.12
H -14.99 18.08 -13.78 0.09
H -12.69 15.58 -12.08 0.08
H -11.68 18.31 -19.79 0.08
H -10.12 18.07 -18.90 0.07
H -9.14 16.66 -14.31 0.09
H -15.25 16.09 -10.96 0.14
H -11.98 14.08 -12.83 0.07
H -15.40 12.63 -16.36 0.08
H -10.47 17.47 -20.61 0.07
H -8.59 17.15 -16.03 0.10
H -12.86 14.90 -18.83 0.10
H -17.33 11.55 -19.16 0.10
H -14.69 11.01 -5.30 0.10
H -18.00 13.29 -16.71 0.12
H -14.42 17.47 -15.51 0.08
H -16.37 11.51 -10.77 0.05
H -11.20 19.84 -17.01 0.07
H -16.73 13.76 -17.86 0.08

---

[6]
28
Properties=species:S:1:pos:R:3:lowdin_charge:R:1 method="wB97M-V/def2-TZVPD" homo_ev=-8.32 relative_energy_kj_mol=283.5
S -2.00 -1.10 0.96 0.98
O 2.08 1.60 -0.11 0.02
O -0.81 -1.20 1.80 -0.52
N 2.06 -0.65 0.12 0.20
N 1.17 0.73 1.83 0.08
C -1.50 1.01 -0.53 -0.09
C 0.24 -1.23 -2.91 -0.11
C 0.58 2.01 2.03 -0.20
C 0.09 2.35 3.19 0.00
C 1.84 0.61 0.56 -0.58
C -0.93 -0.10 -1.25 -0.28
C -0.90 -2.50 -1.31 -0.07
C -0.12 -2.50 -2.47 -0.08
C -2.16 0.69 0.59 -0.18
C -0.10 -0.02 -2.37 -0.02
C -1.33 -1.30 -0.75 -0.31
H -2.44 1.43 1.30 0.07
H 1.69 -1.37 0.69 0.09
H 0.19 -3.41 -2.99 0.11
H 1.14 -0.09 2.40 0.11
H -1.33 -3.53 -0.98 0.14
H 1.00 -1.18 -3.78 0.14
H 0.24 1.73 4.08 0.06
H -0.39 3.28 3.38 0.04
H 0.21 0.91 -2.76 0.11
H -1.16 1.98 -0.90 0.13
H 0.52 2.49 1.07 0.10
H 2.12 -0.65 -0.86 0.08

---

[7]
30
Properties=species:S:1:pos:R:3:lowdin_charge:R:1 method="wB97M-V/def2-TZVPD" homo_ev=-7.68 relative_energy_kj_mol=250.0
N -0.36 2.61 -1.37 0.02
C 0.17 0.36 -1.66 -0.09
C 0.12 1.47 -0.69 -0.19
C -0.35 1.02 -2.88 -0.23
C 0.81 -0.09 0.82 -0.15
C -0.25 0.47 -4.29 -0.07
C -0.81 2.34 -2.68 -0.05
C -0.63 -1.57 3.69 -0.26
C 0.41 1.17 0.64 -0.04
C 0.77 -1.20 -0.01 -0.09
C 0.43 -1.00 -1.33 -0.02
C 0.84 -1.17 4.03 -0.11
C -0.87 -3.09 3.69 -0.10
H 0.05 -3.67 3.62 0.07
H 0.12 -0.55 -4.23 0.06
H -1.52 -3.50 4.42 0.05
H 0.87 -2.21 0.39 0.11
H -1.12 0.54 -4.85 0.04
H -1.23 2.97 -3.51 0.13
H 1.46 -2.01 4.21 0.06
H -1.46 -3.27 2.78 0.07
H 0.38 -1.70 -2.11 0.09
H 0.29 1.94 1.42 0.12
H 0.46 1.08 -4.96 0.10
H -1.18 -1.05 4.50 0.10
H 0.99 -0.35 1.91 0.06
H -0.94 -1.12 2.80 0.06
H -0.81 3.41 -0.84 0.17
H 1.40 -0.60 3.27 0.04
H 0.90 -0.43 4.77 0.05

---

[8]
75
Properties=species:S:1:pos:R:3:lowdin_charge:R:1 method="wB97M-V/def2-TZVPD" homo_ev="-16.04 / -16.04" charge=+3 multiplicity=3
As 0.11 2.89 1.14 1.44
V 0.11 0.48 0.20 1.04
O 0.82 -0.08 -1.74 -0.22
O 1.05 -1.26 1.07 -0.21
O 2.26 0.97 0.20 -0.28
O -0.68 0.28 2.39 -0.24
O -1.87 -0.33 0.02 -0.22
O -1.03 1.78 -1.38 -0.26
C 2.18 0.26 -2.12 -0.09
C -2.37 -1.00 1.20 -0.09
C 1.62 3.35 2.27 -0.28
C -2.06 -0.12 2.39 -0.10
C 0.21 -0.52 3.18 -0.10
C -0.10 4.45 -0.02 -0.34
C 2.68 1.29 -1.13 -0.11
C 0.90 4.78 -0.93 -0.11
C -1.34 6.40 -0.68 -0.04
C 2.96 3.44 1.93 -0.09
C 3.88 3.87 2.89 -0.04
C -0.35 6.72 -1.59 -0.03
C -2.86 0.32 -0.82 -0.09
C -1.04 3.27 2.64 -0.30
C -2.33 3.88 5.01 -0.02
C 2.45 -1.37 0.75 -0.09
C 1.17 3.68 3.56 -0.18
C -0.71 1.44 -2.74 -0.09
C 0.66 -1.72 2.38 -0.09
C 0.78 5.92 -1.71 -0.05
C 3.07 0.00 0.91 -0.09
C -0.28 3.61 3.77 -0.18
C 3.45 4.20 4.17 -0.02
C -2.42 1.75 -1.04 -0.12
C -3.07 3.58 3.88 -0.04
C -0.94 3.91 4.96 0.02
C -0.16 0.03 -2.79 -0.09
C -2.43 3.26 2.70 -0.13
C -1.22 5.26 0.11 -0.08
C 2.10 4.11 4.50 0.01
H 2.21 2.25 -1.35 0.11
H -3.44 -1.18 1.13 0.16
H -0.44 7.61 -2.20 0.13
H -2.32 -0.64 3.32 0.16
H 3.07 0.31 1.95 0.15
H 1.48 -2.22 2.88 0.15
H -3.03 3.05 1.81 0.10
H 3.76 1.40 -1.19 0.16
H -2.93 -0.23 -1.76 0.14
H -0.38 4.17 5.84 0.12
H -1.87 -1.97 1.25 0.13
H 2.95 -2.10 1.39 0.16
H -4.15 3.59 3.93 0.12
H 1.05 0.12 3.43 0.14
H 2.21 0.68 -3.13 0.16
H 4.10 0.01 0.54 0.16
H -0.14 -2.45 2.26 0.14
H 2.51 -1.72 -0.28 0.13
H 1.81 4.19 -1.00 0.08
H -2.64 0.80 2.34 0.12
H -2.51 2.32 -0.11 0.11
H 0.04 2.16 -3.07 0.15
H 1.78 4.41 5.49 0.12
H 4.16 4.54 4.90 0.13
H -3.02 2.24 -1.80 0.16
H 1.57 6.19 -2.40 0.12
H 4.92 3.96 2.63 0.12
H -0.28 -0.83 4.11 0.16
H 0.28 -0.20 -3.76 0.16
H -2.20 7.04 -0.56 0.12
H 2.78 -0.65 -2.11 0.15
H -2.83 4.12 5.94 0.13
H -0.93 -0.72 -2.58 0.14
H -3.85 0.30 -0.35 0.16
H -1.99 5.03 0.84 0.09
H 3.31 3.23 0.93 0.10
H -1.59 1.54 -3.39 0.16

---

[9]
47
Properties=species:S:1:pos:R:3:lowdin_charge:R:1 method="wB97M-V/def2-TZVPD" homo_ev="-11.16 / -11.16" charge=+1 multiplicity=4 relative_energy_kj_mol=26.8
Nd -1.08 -0.25 -1.23 1.35
As 0.96 0.57 0.63 1.05
S -1.19 2.05 -2.46 0.49
S -0.31 -2.96 -1.73 0.55
F -5.15 -3.04 -0.12 0.10
F -2.92 -7.25 -0.83 0.16
F -0.76 -5.91 -1.44 0.09
F -3.00 -1.73 -0.94 -0.11
F -5.25 -5.87 -0.03 0.12
N -2.91 1.30 -0.53 -0.14
C 1.74 -0.26 -0.97 -0.38
C -1.80 -3.78 -1.20 -0.53
C -4.38 2.70 0.67 -0.03
C 3.91 2.07 1.95 -0.07
C -4.14 -5.21 -0.44 -0.09
C -2.42 2.37 -1.19 -0.77
C -4.13 -3.82 -0.57 -0.12
C -2.97 -5.94 -0.80 -0.13
C 1.85 -0.50 1.96 -0.27
C -3.87 1.43 0.38 -0.09
C -2.85 3.63 -0.96 -0.09
C -3.88 3.78 -0.04 -0.03
C -1.85 -5.19 -1.14 -0.23
C 5.38 1.60 -0.35 -0.06
C 5.22 1.65 2.03 -0.08
C 1.77 2.35 0.56 -0.31
C 5.96 1.41 0.89 -0.08
C 4.04 2.02 -0.46 -0.06
C 3.28 2.21 0.70 -0.31
C -3.00 -3.13 -0.94 -0.21
H 3.29 2.26 2.82 0.12
H 2.92 -0.44 1.72 0.04
H 1.57 0.45 -1.74 -0.01
H 1.25 -1.23 -1.07 -0.10
H 7.00 1.12 0.98 0.12
H 2.84 -0.36 -0.85 0.08
H 1.38 3.03 1.28 0.06
H 5.65 1.53 3.03 0.12
H 1.42 2.81 -0.41 0.09
H 1.73 0.02 2.89 0.03
H 5.84 1.34 -1.28 0.10
H -4.23 0.53 0.85 0.12
H 3.54 2.14 -1.41 0.11
H -2.48 4.44 -1.59 0.12
H -4.20 4.79 0.02 0.12
H -5.24 2.80 1.33 0.12
H 1.48 -1.53 2.01 0.05

---

[10]
6
Properties=species:S:1:pos:R:3:lowdin_charge:R:1 method="wB97M-V/def2-TZVPD" homo_ev=-9.69 relative_energy_kj_mol=24.0
S -0.79 -2.11 -2.65 0.71
S -0.18 0.37 -0.49 0.48
S -1.39 0.66 -3.90 0.72
C -1.04 -0.73 -3.31 -1.46
H 0.02 -0.99 -0.23 -0.18
H 0.42 0.56 0.62 -0.28

---

[11]
13
Properties=species:S:1:pos:R:3:lowdin_charge:R:1 method="wB97M-V/def2-TZVPD" homo_ev=-9.31 relative_energy_kj_mol=178.1
C -0.43 0.07 0.21 -0.07
C 0.20 -1.43 -1.67 -0.11
C 0.54 1.90 1.90 -0.17
C -0.89 -0.96 -0.69 -0.27
C 0.04 0.91 0.93 -0.14
H -1.71 -0.53 -1.29 0.11
H -1.28 -1.83 -0.16 0.11
H 1.07 -1.88 -1.15 0.08
H -0.20 -2.18 -2.34 0.06
H 1.00 1.33 2.89 0.11
H 1.41 2.55 1.33 0.11
H 0.58 -0.60 -2.25 0.07
H -0.34 2.65 2.29 0.11